1.
Computed, not measured: 2 unconnected molecules or ions with the total composition C4H7IO in a non-equilibrium geometry, with ωB97M-V/def2-TZVPD.

Bonds (Å) are listed after each position.
Positions of all 13 atoms, in Å:
1 H 1.2097 2.0598 0.6167  C12 1.091
2 O -0.8205 0.4768 2.1319  C5 1.493, C11 1.340
3 I -0.7780 -2.4301 2.6365  C11 2.090
4 H -1.9766 -1.6152 -0.0958  C7 1.060
5 C 0.5498 0.1957 1.6099  O2 1.493, C11 1.411, C12 1.504, H13 1.042
6 H -0.7208 -1.3576 -1.3419  C7 1.111
7 C -1.7101 -1.0435 -0.9471  H4 1.060, H6 1.111, H9 0.998
8 H 1.9782 0.6205 0.2776  C12 1.010
9 H -2.0317 -0.1005 -1.0026  C7 0.998
10 H 0.4487 0.9597 -0.3754  C12 1.016
11 C -0.5507 -0.6815 1.5155  O2 1.340, I3 2.090, C5 1.411
12 C 1.0540 0.9946 0.4401  H1 1.091, C5 1.504, H8 1.010, H10 1.016
13 H 1.1585 0.1775 2.4550  C5 1.042

Computed properties:
HOMO level (alpha / beta)	-8.390 / -8.891	eV
E	-529.3340	Ha
lowest unoccupied orbital energy (alpha / beta)	0.0027 / -0.0220	hartree
Kohn-Sham gap (alpha / beta)	8.464 / 8.291	eV
molar mass	198.00	g/mol

What are the Mulliken partial charges on each atom? They are as follows, in elementary charge units: 0.34 -0.37 0.06 0.24 0.08 0.29 -0.85 0.39 0.38 0.40 -0.01 -1.44 0.49

=====

2.
Computed, not measured: a gas-phase ion, C6H15N2O (charge +1) in a non-equilibrium geometry, with ωB97M-V/def2-TZVPD.

Bonds (Å) are listed after each position.
Positions of all 24 atoms, in Å:
1 O 0.7562 -1.2803 -1.3901  C4 1.346, H13 0.966
2 H 2.9898 -1.1649 -0.4602  C19 1.103
3 N 0.7586 1.2939 1.2762  C12 1.406, H14 1.063, H21 0.993
4 C 1.2269 -0.0987 -0.9508  O1 1.346, C12 1.632, H17 1.172, C19 1.503
5 H -0.0865 -1.8618 0.3330  N22 1.024
6 H -1.6669 0.5468 2.3499  C8 1.126
7 H -0.1733 -1.2837 1.8769  N22 1.013
8 C -1.9936 0.6407 1.2760  H6 1.126, C9 1.460, H16 1.128, H18 1.195
9 C -1.0987 0.0489 0.2852  C8 1.460, C12 1.442, C15 1.512, N22 1.489
10 H 3.0884 0.5688 0.0661  C19 1.071
11 H 3.2773 0.0956 -1.5055  C19 1.048
12 C 0.3046 0.3813 0.3070  N3 1.406, C4 1.632, C9 1.442, N22 1.643
13 H 0.9651 -1.3186 -2.3329  O1 0.966
14 H 1.4978 1.9885 0.9584  N3 1.063
15 C -1.7824 -0.3542 -1.0019  C9 1.512, H20 1.082, H23 1.121, H24 1.088
16 H -2.9654 0.0879 1.4255  C8 1.128
17 H 1.0113 0.7969 -1.6755  C4 1.172
18 H -2.4186 1.7521 1.1689  C8 1.195
19 C 2.7006 -0.1188 -0.6574  H2 1.103, C4 1.503, H10 1.071, H11 1.048
20 H -1.7748 0.5548 -1.5892  C15 1.082
21 H -0.0678 1.6027 1.7323  N3 0.993
22 N -0.2824 -1.0328 0.9016  H5 1.024, H7 1.013, C9 1.489, C12 1.643
23 H -2.8624 -0.6195 -0.8603  C15 1.121
24 H -1.4036 -1.2252 -1.5332  C15 1.088

Computed properties:
HOMO level	-14.127	eV
E	-422.0591	Ha
SMILES	C[C@@H](O)[C@]1(N)[NH2+]C1(C)C
lowest unoccupied orbital energy	-0.0978	hartree
Kohn-Sham gap	11.467	eV
charge	+1
molar mass	131.20	g/mol

What are the Mulliken partial charges on each atom? They are as follows, in elementary charge units: -0.63 0.34 -0.51 0.31 0.26 0.48 0.28 -1.90 1.74 0.33 0.44 0.16 0.38 0.26 -1.52 0.37 0.31 0.34 -1.36 0.36 0.27 -0.46 0.41 0.34

=====

What are the energy above the lowest of the compared OMol25 structures with the same formula, charge and spin values for these records? In order: 122.7, 38.0 kcal/mol.